Formula: C38H31BrN2O2Pt
Source: the Open Molecules 2025 dataset
Level of theory: ωB97M-V/def2-TZVPD

The calculation puts the relative energy (zero: lowest compared OMol25 entry of this formula, charge and spin) at 0.0 kcal/mol. The maximum force is 0.43 eV Å⁻¹. The LUMO energy (alpha / beta) comes out at -0.34 / -1.42 eV. For the calculated total energy, the calculation gives -4419.92505 Ha. The spin multiplicity is 3. The calculation puts the gap between HOMO and LUMO (alpha / beta) at 4.35 / 6.95 eV.

Structure (XYZ):
```
75
Properties=species:S:1:pos:R:3:lowdin_spin:R:1
Pt 0.0386 -0.3156 -1.1202 0.71
O 1.9446 -0.5269 -1.0750 0.20
C 2.7806 0.4214 -0.4585 0.02
C 2.5161 1.7836 -1.1277 0.02
C 1.2046 2.4219 -0.7919 0.14
C 1.1760 3.6924 -0.2882 0.02
C -0.0270 4.3610 -0.0346 0.23
C -1.1986 3.6768 -0.3802 0.02
C -1.1677 2.4106 -0.8924 0.14
C -2.4395 1.7512 -1.3246 0.02
C -2.7448 0.4518 -0.5561 0.02
O -1.8626 -0.5307 -1.0299 0.20
C -4.1645 -0.0589 -0.8297 0.00
C -5.2631 0.7913 -0.9032 0.00
C -6.5404 0.2888 -1.1131 0.00
C -6.7434 -1.0753 -1.2517 0.00
C -5.6553 -1.9326 -1.1748 0.00
C -4.3804 -1.4280 -0.9659 0.00
C -2.5809 0.6584 0.9545 0.01
C -3.1803 1.7459 1.5835 0.00
C -3.0332 1.9494 2.9454 0.00
C -2.2797 1.0669 3.7085 0.00
C -1.6947 -0.0290 3.0959 0.00
C -1.8525 -0.2321 1.7303 0.00
N 0.0325 1.7214 -1.0812 0.17
C 2.5269 0.4042 1.0519 0.01
C 2.2071 -0.8060 1.6628 0.00
C 1.9841 -0.8806 3.0282 0.00
C 2.0866 0.2613 3.8127 0.00
C 2.4356 1.4632 3.2188 0.00
C 2.6580 1.5333 1.8485 0.00
C 4.2318 0.0048 -0.7091 0.00
C 4.5263 -1.1650 -1.3985 0.00
C 5.8458 -1.5435 -1.6188 0.00
C 6.8866 -0.7573 -1.1518 0.00
C 6.5988 0.4092 -0.4549 0.00
C 5.2832 0.7835 -0.2338 0.00
H 2.5722 1.5864 -2.2043 0.01
H 3.3164 2.4817 -0.8865 0.00
H 2.1226 4.1902 -0.1142 0.00
H -0.0489 5.3633 0.3653 0.02
H -2.1632 4.1565 -0.2707 0.00
H -2.3960 1.4794 -2.3848 0.00
H -3.2469 2.4683 -1.2008 0.00
H -5.1455 1.8609 -0.7943 0.00
H -7.3792 0.9707 -1.1688 0.00
H -7.7387 -1.4653 -1.4190 0.00
H -5.7991 -3.0008 -1.2770 0.00
H -3.5333 -2.0969 -0.9102 0.00
H -3.7642 2.4546 1.0111 0.00
H -3.5036 2.8053 3.4123 0.00
H -2.1502 1.2360 4.7695 0.00
H -1.1068 -0.7272 3.6771 0.00
H -1.4167 -1.1055 1.2619 0.00
H 2.1676 -1.7004 1.0533 0.00
H 1.7376 -1.8319 3.4842 0.00
H 1.9010 0.2127 4.8777 0.00
H 2.5341 2.3567 3.8218 0.00
H 2.9146 2.4863 1.4096 0.00
H 3.7126 -1.7743 -1.7646 0.00
H 6.0579 -2.4576 -2.1587 0.00
H 7.9141 -1.0484 -1.3265 0.00
H 7.4028 1.0288 -0.0791 0.00
H 5.0799 1.6840 0.3337 0.00
Br -0.0897 -6.9796 -2.0829 0.00
C -0.0443 -5.1237 -1.8129 0.00
C -0.0601 -4.2641 -2.8971 0.00
C -0.0272 -2.9039 -2.6506 0.00
N 0.0222 -2.3994 -1.4149 0.02
C 0.0378 -3.2368 -0.3774 0.00
C 0.0042 -4.6112 -0.5289 0.00
H -0.0973 -4.6369 -3.9097 0.00
H -0.0413 -2.1877 -3.4606 0.00
H 0.0841 -2.7848 0.6050 0.00
H 0.0154 -5.2564 0.3368 0.00
```



Formula: C30H78N2O10
Source: the Open Molecules 2025 dataset
Level of theory: ωB97M-V/def2-TZVPD

The calculation puts the relative energy (zero: lowest compared OMol25 entry of this formula, charge and spin) at 52.6 kcal/mol. The maximum force is 2.25 eV Å⁻¹. As for the SMILES: COCCNCCOC.COCCNCCOC.CC(C)O.CC(C)O.CC(C)O.CC(C)O.CC(C)O.CC(C)O. The LUMO energy comes out at 0.57 eV. For the calculated total energy, the calculation gives -2051.56354 Ha. The calculation puts the gap between HOMO and LUMO at 8.87 eV.

Structure (XYZ):
```
120
Properties=species:S:1:pos:R:3:mulliken_charge:R:1
C 2.4539 0.0694 -2.8715 -0.54
O 3.0511 1.3354 -2.8436 -0.25
C 2.9298 2.1866 -3.9730 -0.07
C 3.6167 3.5013 -3.6780 -0.35
N 5.0754 3.3205 -3.5458 -0.34
C 5.9170 4.5263 -3.6273 -1.03
C 5.2854 5.8104 -3.1072 0.06
O 4.4804 6.3650 -4.1442 -0.32
C 3.6134 7.3707 -3.7127 -0.77
H 2.4237 -0.1442 -1.7945 0.11
H 3.0063 -0.7266 -3.3767 0.30
H 1.3828 0.1072 -3.1119 0.16
H 1.8544 2.3626 -4.0921 -0.03
H 3.3116 1.6991 -4.8742 0.46
H 3.1536 3.9954 -2.8223 -0.02
H 3.4682 4.0865 -4.5858 0.38
H 5.1845 2.9288 -2.6137 0.25
H 6.2238 4.5550 -4.6808 0.32
H 6.8960 4.2948 -3.1990 0.44
H 6.0059 6.5703 -2.7807 0.50
H 4.6426 5.6161 -2.2418 -0.03
H 3.0959 7.2605 -2.7501 0.29
H 2.8140 7.4505 -4.4524 0.26
H 4.1178 8.3439 -3.6521 0.32
C 0.7505 -4.7496 3.5489 -0.85
O -0.1064 -4.5131 2.4515 -0.37
C -0.9941 -3.4457 2.6597 -0.46
C -1.3098 -2.7084 1.3518 -0.48
N -0.1656 -2.1723 0.6126 0.12
C 0.5506 -1.0635 1.2739 -1.01
C -0.2063 0.2200 1.2452 0.60
O -1.2219 0.1791 2.2320 -0.05
C -2.3088 1.0500 1.9379 -0.38
H 1.4324 -3.9478 3.8383 0.30
H 1.3594 -5.6084 3.2516 0.30
H 0.2108 -5.0912 4.4367 0.37
H -0.6223 -2.6127 3.2726 0.06
H -1.9452 -3.7995 3.0762 0.41
H -1.9872 -1.8990 1.6161 0.02
H -1.8382 -3.3951 0.6809 0.29
H 0.4941 -2.9382 0.5010 0.35
H 1.5308 -0.9651 0.7981 0.59
H 0.8347 -1.4028 2.2830 0.12
H -0.5689 0.3324 0.2168 -0.42
H 0.4771 1.0506 1.4433 0.23
H -2.0033 2.0844 2.1295 0.10
H -3.1385 0.8212 2.6030 0.25
H -2.5983 0.9329 0.8917 0.01
C 3.8872 -4.5520 1.4570 -1.15
C 3.2226 -4.6653 0.1027 0.41
C 3.3867 -6.0505 -0.5416 -1.38
O 1.8598 -4.2378 0.1236 -0.53
H 3.8490 -3.5135 1.8026 0.28
H 4.9493 -4.8004 1.4483 0.41
H 3.4164 -5.1171 2.2662 0.25
H 3.6798 -3.9830 -0.6221 0.27
H 2.8246 -6.7763 0.0569 0.32
H 4.4620 -6.2012 -0.5998 0.40
H 2.8584 -6.1052 -1.4929 0.34
H 1.4458 -4.6923 0.8778 0.18
C -2.0303 3.4835 -4.9958 -1.31
C -2.1834 2.4843 -3.8580 0.32
C -0.8516 1.9948 -3.2969 -0.28
O -2.8418 3.1328 -2.7415 -0.56
H -1.8958 3.0325 -5.9779 0.35
H -1.2818 4.2294 -4.7282 0.32
H -2.9455 4.0807 -5.0899 0.40
H -2.7336 1.5606 -4.0876 0.21
H -0.2010 2.8655 -3.1775 0.27
H -0.3345 1.4104 -4.0642 0.49
H -0.9216 1.4167 -2.3798 -0.57
H -3.7077 3.3155 -3.1365 0.36
C -1.3028 0.4955 7.3496 -1.52
C -0.9484 -0.2310 6.0469 1.00
C 0.5417 -0.1475 5.7436 -1.02
O -1.2905 -1.6112 6.2262 -0.57
H -2.3526 0.3451 7.6220 0.42
H -1.1709 1.5680 7.1773 0.38
H -0.7542 0.1729 8.2350 0.34
H -1.5730 0.2127 5.2672 -0.09
H 0.7587 -0.6391 4.7985 0.02
H 1.1283 -0.6082 6.5396 0.39
H 0.7980 0.9121 5.7844 0.36
H -2.1415 -1.6983 6.6596 0.31
C -5.2554 -3.8144 0.9771 -0.99
C -4.6800 -5.2201 0.8789 0.87
C -4.9542 -6.0473 2.1396 -1.26
O -5.3261 -5.9018 -0.2292 -0.64
H -5.3952 -3.3395 0.0060 0.11
H -4.4937 -3.2242 1.5032 0.24
H -6.1750 -3.7238 1.5546 0.45
H -3.6402 -5.2323 0.5492 0.07
H -5.8501 -5.7001 2.6584 0.29
H -4.1245 -5.9324 2.8456 0.26
H -5.0828 -7.1092 1.9458 0.37
H -6.2253 -5.5762 -0.3236 0.30
C 2.4811 4.7012 1.0538 -1.26
C 1.0009 4.6176 0.7099 0.54
C 0.6812 3.5025 -0.2816 -0.37
O 0.3091 4.3978 1.9391 -0.61
H 3.1164 4.6145 0.1732 0.21
H 2.7353 4.0607 1.8924 0.35
H 2.6091 5.7412 1.3741 0.37
H 0.6567 5.5666 0.2759 0.25
H 1.0826 2.6041 0.1943 -0.06
H 1.1887 3.7126 -1.2239 -0.16
H -0.3716 3.2921 -0.4826 0.41
H -0.5752 4.0705 1.7483 0.31
C -4.9521 -1.2081 -1.8523 -1.76
C -3.5612 -0.7805 -1.3889 1.69
C -2.4380 -1.2044 -2.2923 -1.08
O -3.6102 0.6427 -1.1321 -0.60
H -5.1587 -0.8753 -2.8748 0.39
H -5.7070 -0.6604 -1.2859 0.40
H -5.0945 -2.2819 -1.7280 0.32
H -3.3456 -1.1807 -0.3940 -0.50
H -2.5920 -2.2578 -2.5322 0.53
H -1.4754 -1.0472 -1.8030 0.05
H -2.3838 -0.6553 -3.2385 0.22
H -3.6287 1.1226 -1.9724 0.26
```



The lowest maximum force belongs to which entry? C38H31BrN2O2Pt